Entry 1:
The following is a DFT calculation (wB97M-V/def2-TZVPD) of a structure of composition C31H41N5SY in a non-equilibrium geometry.

Each line ends with the Löwdin charge.
Geometry (Å):
Y: 0.152 -0.497 0.634  1.247
N: 0.885 -2.648 2.647  -0.016
N: 0.843 -2.310 -1.135  -0.069
C: 1.242 1.879 0.049  -0.300
C: 2.323 0.988 0.353  -0.305
C: 2.218 0.625 1.734  -0.308
C: 3.088 -0.323 2.480  -0.069
H: 3.956 -0.616 1.877  0.068
H: 2.537 -1.239 2.756  0.045
H: 3.451 0.137 3.411  0.077
C: 1.099 1.318 2.291  -0.303
C: 0.728 1.330 3.730  -0.047
H: 1.237 2.144 4.272  0.081
H: 1.003 0.387 4.221  0.078
H: -0.352 1.474 3.866  0.055
C: 0.492 2.087 1.249  -0.302
C: -0.645 3.030 1.415  -0.052
H: -1.438 2.601 2.043  0.058
H: -1.095 3.284 0.448  0.068
H: -0.322 3.971 1.888  0.082
C: 3.433 0.619 -0.564  -0.053
H: 4.290 1.305 -0.449  0.084
H: 3.116 0.668 -1.615  0.053
H: 3.794 -0.398 -0.365  0.067
C: 1.034 2.586 -1.243  -0.047
H: -0.032 2.774 -1.428  0.067
H: 1.408 1.991 -2.086  0.061
H: 1.554 3.559 -1.265  0.085
C: 0.308 -3.263 3.680  -0.236
H: 0.776 -3.108 4.657  0.086
C: -0.841 -4.045 3.533  -0.174
H: -1.279 -4.506 4.415  0.075
C: -1.387 -4.235 2.258  -0.176
H: -2.318 -4.792 2.135  0.077
C: -0.713 -3.746 1.151  -0.102
H: -1.056 -3.898 0.125  0.092
C: 0.508 -3.029 1.369  -0.465
C: 1.384 -2.529 0.381  -0.181
H: 2.472 -2.452 0.453  0.081
C: 0.359 -1.105 -1.543  -0.156
C: 1.018 -3.173 -2.198  -0.058
H: 1.361 -4.177 -2.039  0.120
C: 0.710 -2.491 -3.303  -0.061
H: 0.726 -2.777 -4.341  0.116
N: 0.338 -1.203 -2.894  -0.031
C: 0.139 -0.091 -3.747  -0.138
C: 1.168 0.278 -4.630  -0.200
C: 0.975 1.411 -5.425  -0.013
H: 1.760 1.699 -6.127  0.113
C: -0.189 2.176 -5.331  -0.274
C: -0.408 3.354 -6.232  -0.064
H: -0.942 4.152 -5.705  0.077
H: -1.010 3.079 -7.109  0.082
H: 0.548 3.745 -6.594  0.073
C: -1.166 1.816 -4.400  -0.008
H: -2.073 2.418 -4.305  0.122
C: -1.020 0.686 -3.596  -0.197
C: -2.088 0.339 -2.612  -0.061
H: -2.187 -0.736 -2.434  0.082
H: -3.052 0.711 -2.988  0.084
H: -1.935 0.840 -1.641  0.043
C: 2.460 -0.471 -4.684  -0.043
H: 2.342 -1.486 -5.083  0.071
H: 2.961 -0.542 -3.707  0.085
H: 3.140 0.069 -5.353  0.076
C: -2.607 -1.239 4.816  -0.097
N: -2.058 -0.883 3.502  -0.084
C: -2.782 -0.213 2.569  -0.907
S: -2.534 -0.508 0.879  0.476
N: -3.727 0.665 2.959  -0.117
C: -3.566 1.589 4.094  -0.128
H: -3.610 -0.820 4.932  0.066
H: -1.942 -0.849 5.595  0.070
H: -2.650 -2.331 4.908  0.063
H: -1.438 -1.588 3.092  0.057
H: -4.264 1.037 2.173  0.090
H: -3.535 2.619 3.715  0.062
H: -4.431 1.492 4.761  0.064
H: -2.647 1.386 4.656  0.063

The value obtained for the max |F| is 3.68 eV/A. Its net charge is -1. For the total energy, the calculation gives -52140.199 eV.



Entry 2:
The following is a DFT calculation (wB97M-V/def2-TZVPD) of a structure of composition C27H22N3O2Os in a non-equilibrium geometry.

Each line ends with the Löwdin charge.
Geometry (Å):
Os: 0.594 -2.061 -0.848  1.529
C: 3.578 0.032 -3.435  0.029
C: 3.544 1.185 -2.666  0.135
C: 2.755 1.292 -1.409  -0.095
C: 1.729 0.165 -1.424  -0.456
C: 1.878 -1.112 -2.152  -0.117
C: 2.805 -1.133 -3.185  0.059
C: -0.694 0.762 -1.800  -0.166
C: -1.757 1.641 -2.014  0.046
C: -3.041 1.156 -2.027  0.075
C: -3.292 -0.215 -1.834  -0.118
C: -4.584 -0.795 -1.872  0.029
C: -4.752 -2.131 -1.665  -0.008
C: -3.643 -2.969 -1.418  -0.005
C: -2.384 -2.440 -1.385  -0.047
C: -2.181 -1.058 -1.583  -0.188
N: -0.916 -0.536 -1.550  0.082
H: 4.267 -0.014 -4.272  0.140
H: 4.178 2.023 -2.942  0.157
H: 3.437 1.342 -0.552  0.195
H: 2.989 -2.005 -3.801  0.141
H: -1.553 2.685 -2.209  0.142
H: -3.874 1.823 -2.217  0.150
H: -5.435 -0.156 -2.074  0.141
H: -5.743 -2.564 -1.703  0.135
H: -3.803 -4.029 -1.270  0.134
H: -1.505 -3.083 -1.251  0.073
O: 0.629 -0.301 5.886  -0.027
C: 0.158 -1.576 5.554  -0.187
C: 0.083 -1.695 4.066  -0.107
C: -0.342 -2.866 3.450  0.055
C: -0.318 -2.954 2.070  -0.066
N: 0.098 -1.945 1.294  -0.040
C: 0.467 -0.776 1.890  -0.167
C: 0.471 -0.623 3.253  0.106
C: 0.940 0.223 0.918  -0.121
C: 0.909 1.654 1.076  0.090
C: 1.114 2.568 0.104  -0.085
C: 0.947 4.025 0.472  -0.200
O: 2.218 4.426 0.929  -0.006
C: 1.547 2.300 -1.319  -0.060
C: 0.733 1.155 -2.002  -0.093
N: 1.292 -0.362 -0.174  -0.034
H: 0.727 -0.206 6.841  0.126
H: -0.837 -1.776 5.973  0.156
H: 0.808 -2.374 5.935  0.157
H: -0.673 -3.716 4.033  0.149
H: -0.635 -3.866 1.578  0.127
H: 0.818 0.289 3.721  0.141
H: 0.630 2.016 2.058  0.143
H: 0.179 4.132 1.244  0.137
H: 0.623 4.605 -0.399  0.136
H: 2.254 5.382 1.061  0.124
H: 1.648 3.228 -1.875  0.165
H: 0.918 1.229 -3.077  0.188

The value obtained for the max |F| is 4.56 eV/A. Its net charge is +3. For the total energy, the calculation gives -39355.889 eV.



Entry 3:
The following is a DFT calculation (wB97M-V/def2-TZVPD) of a cluster of 2 separate species, C8H8N4 in total in a non-equilibrium geometry.

Each line ends with the Löwdin charge.
Geometry (Å):
C: -0.736 -0.916 0.845  -0.031
C: 0.000 0.000 0.000  -0.115
N: -0.263 1.283 0.091  0.066
C: -1.088 1.667 1.028  -0.278
N: -1.823 0.954 1.825  0.081
C: -1.709 -0.351 1.648  -0.167
H: -0.613 -1.971 0.564  0.103
H: 0.563 -0.313 -0.889  0.115
H: -1.309 2.742 1.057  0.115
H: -2.223 -0.959 2.403  0.113
C: -3.876 0.512 -0.988  -0.078
C: -4.487 -0.661 -1.362  -0.144
N: -4.142 -1.278 -2.483  0.069
C: -3.158 -0.740 -3.204  -0.200
N: -2.452 0.342 -2.846  0.081
C: -2.812 0.946 -1.730  -0.182
H: -4.235 1.106 -0.137  0.112
H: -5.280 -1.133 -0.765  0.114
H: -2.926 -1.167 -4.188  0.110
H: -2.481 1.977 -1.548  0.115

The value obtained for the max |F| is 2.94 eV/A. For the total energy, the calculation gives -14384.922 eV. The energy above the lowest of the compared OMol25 structures with the same formula, charge and spin comes out at 1.515 eV.



Entry 4:
The following is a DFT calculation (wB97M-V/def2-TZVPD) of a structure of composition C40H57Cl6LaN6O11PSSiTe in a non-equilibrium geometry.

Each line ends with the Löwdin charge.
Geometry (Å):
La: -0.132 0.119 -0.079  1.696
C: -5.691 2.588 -2.692  -0.067
C: -4.803 3.802 -2.434  -0.218
N: -3.397 3.503 -2.665  -0.127
C: -2.864 3.758 -3.994  -0.264
C: -2.243 5.149 -4.101  -0.083
C: -2.643 2.983 -1.674  -0.715
S: -0.996 2.645 -1.927  0.654
N: -3.234 2.874 -0.477  0.102
C: -2.924 1.987 0.438  -0.488
O: -2.388 0.861 0.244  -0.229
C: -3.279 2.387 1.839  -0.157
C: -3.327 1.409 2.827  -0.011
C: -3.554 1.760 4.147  -0.065
C: -3.723 3.095 4.489  -0.087
C: -3.676 4.075 3.507  -0.079
C: -3.458 3.725 2.183  -0.026
H: -6.737 2.831 -2.497  0.070
H: -5.390 1.774 -2.033  0.075
H: -5.597 2.249 -3.725  0.071
H: -4.912 4.116 -1.397  0.106
H: -5.083 4.632 -3.087  0.113
H: -3.684 3.652 -4.707  0.116
H: -2.115 3.001 -4.215  0.048
H: -2.961 5.918 -3.810  0.067
H: -1.915 5.343 -5.123  0.071
H: -1.381 5.210 -3.437  0.054
H: -3.175 0.381 2.525  0.098
H: -3.592 0.994 4.909  0.083
H: -3.884 3.374 5.523  0.101
H: -3.810 5.115 3.778  0.099
H: -3.409 4.477 1.408  0.112
O: 2.349 -0.261 1.042  -0.249
H: 2.543 -0.589 1.938  -0.102
H: 2.230 -1.104 0.551  -0.021
Cl: -1.915 0.051 -4.167  0.100
Si: -1.111 -1.043 -2.537  -0.596
Cl: -2.548 -2.606 -2.421  0.152
Cl: 0.398 -2.107 -3.646  0.106
O: -0.147 2.222 1.847  -0.095
H: -1.038 2.587 1.851  0.030
H: -0.109 1.664 2.652  0.020
Cl: 2.417 -0.095 -1.947  0.599
C: 3.311 -0.235 -3.474  -0.940
Cl: 3.443 1.326 -4.295  0.531
H: 2.762 -0.921 -4.108  -0.021
H: 4.309 -0.582 -3.240  0.030
O: 2.044 -3.914 0.208  0.034
C: 0.982 -3.313 0.253  -0.619
O: 0.822 -2.087 -0.118  -0.346
C: -0.239 -4.065 0.766  -0.104
C: -0.030 -5.274 1.417  -0.004
C: -1.090 -5.997 1.945  -0.056
C: -2.376 -5.499 1.845  -0.011
C: -2.579 -4.287 1.199  -0.151
C: -1.528 -3.570 0.651  0.018
N: -3.920 -3.722 1.164  -0.349
O: -4.057 -2.592 0.741  0.068
O: -4.842 -4.406 1.588  0.050
H: 0.990 -5.625 1.500  0.120
H: -0.915 -6.943 2.439  0.103
H: -3.224 -6.014 2.271  0.113
H: -1.732 -2.643 0.145  0.051
C: -3.062 -1.729 5.581  -0.066
C: -2.396 -1.941 4.235  -0.264
O: -0.983 -1.814 4.384  -0.316
P: 0.023 -1.108 3.337  0.166
O: -0.690 -0.860 2.033  -0.494
Te: 2.017 -2.250 3.769  0.582
O: 0.099 0.450 3.914  -0.339
C: 0.801 0.849 5.089  -0.319
C: -0.181 1.348 6.133  -0.053
H: -4.124 -1.962 5.500  0.083
H: -2.956 -0.697 5.918  0.046
H: -2.602 -2.380 6.325  0.081
H: -2.769 -1.236 3.493  0.086
H: -2.605 -2.953 3.884  0.114
H: 1.498 1.642 4.808  0.101
H: 1.382 0.006 5.470  0.041
H: -0.824 2.121 5.707  0.073
H: 0.357 1.777 6.979  0.054
H: -0.806 0.526 6.484  0.071
C: 7.837 2.849 -0.369  -0.046
C: 6.334 3.163 -0.499  -0.502
C: 5.664 1.967 -1.192  -0.042
C: 6.206 4.404 -1.395  -0.045
C: 5.757 3.446 0.933  -0.406
O: 6.570 4.440 1.567  -0.030
C: 5.696 2.126 1.761  -0.086
C: 6.227 2.195 3.208  -0.122
C: 5.237 2.658 4.248  -0.219
C: 5.064 4.014 4.518  -0.041
C: 4.200 4.439 5.516  -0.099
C: 3.520 3.498 6.270  -0.669
Cl: 2.490 4.020 7.569  0.659
C: 3.665 2.144 6.015  -0.123
C: 4.513 1.735 4.996  -0.023
C: 4.372 4.155 0.983  -0.036
N: 3.286 3.522 0.277  -0.092
C: 2.465 2.554 0.701  -0.157
N: 1.654 2.190 -0.267  -0.083
C: 1.997 3.023 -1.288  -0.297
N: 2.974 3.844 -0.997  0.120
H: 8.189 2.403 -1.300  0.091
H: 8.052 2.140 0.436  0.087
H: 8.425 3.756 -0.209  0.084
H: 6.040 1.903 -2.216  0.085
H: 4.584 2.069 -1.256  0.050
H: 5.886 1.020 -0.698  0.086
H: 6.829 4.276 -2.283  0.087
H: 6.548 5.296 -0.865  0.086
H: 5.179 4.550 -1.719  0.063
H: 7.492 4.181 1.481  0.081
H: 6.279 1.359 1.255  0.097
H: 4.664 1.768 1.769  0.107
H: 7.095 2.852 3.248  0.111
H: 6.559 1.192 3.481  0.117
H: 5.626 4.744 3.949  0.111
H: 4.066 5.494 5.714  0.104
H: 3.133 1.415 6.610  0.105
H: 4.616 0.676 4.789  0.116
H: 4.487 5.165 0.597  0.136
H: 4.098 4.215 2.035  0.126
H: 2.476 2.147 1.697  0.129
H: 1.528 3.010 -2.256  0.051

The value obtained for the max |F| is 2.14 eV/A. Its net charge is -1. For the total energy, the calculation gives -185171.467 eV. The energy above the lowest of the compared OMol25 structures with the same formula, charge and spin comes out at 0.365 eV.